{"formula": "C28H50BCl3F2N3O6P", "method": "wB97M-V/def2-TZVPD", "elements": ["C", "C", "C", "C", "C", "Cl", "C", "C", "Cl", "C", "C", "C", "C", "N", "O", "C", "C", "O", "Cl", "C", "N", "B", "O", "C", "C", "C", "P", "C", "C", "C", "C", "C", "C", "F", "C", "O", "N", "C", "O", "F", "H", "H", "H", "H", "H", "H", "H", "H", "H", "H", "H", "H", "H", "H", "H", "H", "H", "H", "H", "H", "H", "H", "H", "H", "H", "H", "H", "H", "H", "H", "H", "H", "H", "H", "H", "H", "H", "H", "H", "H", "H", "H", "H", "C", "C", "C", "O", "H", "H", "H", "H", "H", "H", "H"], "coordinates": [[-2.20, 3.92, -0.17], [-1.42, 2.98, 0.84], [-2.25, 1.75, 1.36], [-1.83, 0.28, 1.11], [-3.15, -0.52, 1.51], [-4.53, -0.36, 0.31], [-3.87, -0.11, 2.87], [-4.62, -1.40, 3.36], [-5.23, 1.10, 2.69], [-1.62, -0.04, -0.47], [-2.36, 0.95, -1.43], [-2.75, 0.48, -2.87], [-3.93, -0.52, -2.99], [-3.79, -1.86, -3.52], [-5.01, -0.18, -2.69], [-1.79, -1.57, -0.76], [-1.03, -2.24, -1.89], [-0.79, -1.89, -2.97], [-0.46, -3.95, -1.53], [-0.15, 0.30, -0.89], [0.93, -0.43, -0.16], [2.16, 0.45, -0.42], [2.36, 1.58, 0.35], [3.16, 0.24, -1.60], [3.30, -1.17, -2.24], [0.70, -0.79, 1.28], [1.02, -2.69, 1.39], [1.49, -3.23, 3.10], [2.66, -3.05, 0.52], [-0.55, -0.22, 2.01], [0.04, 1.02, 2.83], [1.20, 0.83, 3.83], [2.45, 1.72, 3.53], [1.69, -0.48, 4.05], [-1.02, -1.15, 3.19], [-1.33, -2.29, 3.07], [-1.17, -0.59, 4.55], [-2.13, -1.28, 5.37], [-3.00, -0.69, 5.82], [-1.98, -2.54, 5.79], [-3.12, 3.46, -0.54], [-2.43, 4.90, 0.28], [-1.54, 4.11, -1.03], [-0.39, 2.80, 0.51], [-1.27, 3.68, 1.70], [-3.25, 1.93, 0.93], [-2.43, 1.96, 2.43], [-3.04, -1.61, 1.53], [-3.22, 0.33, 3.64], [-5.50, -1.57, 2.72], [-3.92, -2.25, 3.37], [-4.99, -1.26, 4.38], [-3.28, 1.40, -1.04], [-1.73, 1.83, -1.65], [-1.89, 0.25, -3.53], [-3.17, 1.40, -3.34], [-3.66, -2.55, -2.78], [-3.04, -1.90, -4.20], [-2.85, -1.89, -0.89], [-1.49, -2.10, 0.17], [0.07, 1.38, -0.81], [0.00, 0.11, -1.98], [1.13, -1.27, -0.73], [3.29, 1.65, 0.60], [2.86, 0.97, -2.41], [4.15, 0.61, -1.27], [2.38, -1.76, -2.32], [3.70, -1.03, -3.27], [4.10, -1.72, -1.70], [1.66, -0.45, 1.71], [1.27, -4.31, 3.15], [0.96, -2.76, 3.93], [2.58, -3.15, 3.31], [3.10, -3.97, 0.94], [2.40, -3.28, -0.53], [3.34, -2.19, 0.52], [-0.74, 1.53, 3.41], [0.45, 1.68, 2.05], [0.90, 1.18, 4.84], [3.15, 1.17, 2.88], [2.95, 1.97, 4.48], [2.16, 2.65, 3.01], [-0.29, -0.71, 5.07], [5.90, 1.63, -5.62], [4.41, 1.28, -5.39], [3.65, 1.48, -6.72], [3.90, 2.13, -4.47], [6.02, 2.67, -5.94], [6.48, 1.48, -4.71], [6.34, 0.99, -6.40], [4.38, 0.18, -5.19], [3.72, 2.51, -7.07], [2.60, 1.22, -6.61], [4.07, 0.83, -7.51]], "homo_ev": -5.0, "largest_force_ev_per_a": 3.74, "spin_multiplicity": 1, "e_above_lowest_kcal_mol": 0.0, "energy_ha": -3658.9307}

{"formula": "C28H50BMnN5O3P2S4", "method": "wB97M-V/def2-TZVPD", "elements": ["Mn", "C", "N", "C", "C", "N", "B", "N", "C", "C", "N", "C", "C", "S", "C", "S", "H", "H", "H", "H", "H", "H", "H", "H", "H", "H", "H", "H", "C", "C", "C", "C", "P", "N", "C", "C", "C", "C", "C", "C", "C", "C", "H", "H", "H", "H", "H", "H", "H", "H", "H", "H", "H", "H", "H", "H", "H", "H", "H", "H", "H", "H", "H", "H", "H", "H", "H", "H", "H", "C", "P", "C", "C", "C", "C", "C", "C", "C", "H", "H", "H", "H", "H", "H", "H", "H", "H", "H", "H", "O", "S", "O", "O", "S"], "coordinates": [[-0.49, 0.21, 0.22], [-0.20, -0.68, -3.50], [0.92, -1.33, -2.86], [2.23, -1.30, -3.29], [2.95, -1.94, -2.35], [2.10, -2.37, -1.35], [2.63, -3.23, -0.16], [1.84, -3.00, 1.17], [1.45, -4.05, 1.96], [0.85, -3.55, 3.06], [0.87, -2.19, 2.94], [0.27, -1.26, 3.88], [1.46, -1.86, 1.77], [1.68, -0.27, 1.15], [0.86, -1.98, -1.67], [-0.60, -2.17, -0.79], [0.08, -0.43, -4.52], [-0.47, 0.22, -2.95], [-1.05, -1.36, -3.51], [2.52, -0.82, -4.20], [4.01, -2.13, -2.28], [3.79, -2.91, 0.00], [2.52, -4.40, -0.42], [1.62, -5.07, 1.66], [0.38, -4.04, 3.90], [0.42, -1.65, 4.89], [-0.79, -1.14, 3.67], [0.75, -0.29, 3.78], [-1.40, 2.99, -2.97], [-0.74, 3.92, -1.94], [-0.34, 5.23, -2.64], [-1.84, 4.23, -0.92], [0.66, 2.95, -1.10], [0.30, 1.46, -0.92], [1.10, 3.85, 0.51], [2.47, 3.38, 1.03], [1.14, 5.38, 0.43], [0.10, 3.42, 1.59], [2.19, 3.02, -2.23], [1.78, 2.60, -3.65], [3.17, 1.93, -1.75], [2.93, 4.35, -2.32], [-2.26, 3.51, -3.40], [-1.76, 2.09, -2.48], [-0.74, 2.71, -3.79], [-1.25, 5.71, -3.01], [0.31, 5.06, -3.50], [0.15, 5.94, -1.97], [-2.71, 4.62, -1.47], [-1.56, 4.99, -0.19], [-2.17, 3.34, -0.39], [3.31, 3.78, 0.46], [2.54, 2.29, 1.05], [2.58, 3.73, 2.06], [1.83, 5.75, -0.33], [1.49, 5.76, 1.39], [0.16, 5.82, 0.25], [0.20, 2.36, 1.82], [-0.95, 3.59, 1.34], [0.32, 3.98, 2.50], [1.23, 1.66, -3.63], [2.70, 2.44, -4.24], [1.19, 3.35, -4.16], [2.65, 0.99, -1.59], [3.68, 2.19, -0.83], [3.93, 1.79, -2.52], [2.30, 5.17, -2.66], [3.75, 4.25, -3.04], [3.38, 4.65, -1.37], [-3.80, -3.04, 0.79], [-2.65, -3.16, 2.22], [-3.88, -3.09, 3.59], [-2.28, -4.96, 2.16], [-2.56, -5.85, 3.20], [-2.16, -7.18, 3.13], [-1.49, -7.65, 2.01], [-1.21, -6.78, 0.97], [-1.59, -5.45, 1.04], [-3.25, -3.22, -0.14], [-4.19, -2.02, 0.76], [-4.62, -3.76, 0.87], [-4.68, -3.82, 3.49], [-4.30, -2.08, 3.56], [-3.38, -3.22, 4.55], [-3.09, -5.51, 4.07], [-2.38, -7.85, 3.95], [-1.18, -8.69, 1.96], [-0.67, -7.13, 0.09], [-1.33, -4.77, 0.24], [-3.79, -0.08, 2.32], [-2.82, 0.84, 1.74], [-1.41, 0.40, 2.05], [-3.03, 2.23, 2.07], [-2.74, 0.60, -0.30]], "s_squared": 6.116, "homo_ev": [-4.8, -5.0], "largest_force_ev_per_a": 0.20, "total_charge": -1, "spin_multiplicity": 5, "e_above_lowest_kcal_mol": 0.0, "energy_ha": -5048.0125}

{"formula": "C28H50ClN5O2", "method": "wB97M-V/def2-TZVPD", "elements": ["C", "C", "C", "Cl", "C", "C", "N", "C", "C", "N", "N", "C", "C", "C", "H", "H", "H", "H", "H", "H", "H", "H", "H", "H", "H", "H", "H", "H", "C", "C", "C", "C", "C", "C", "N", "O", "C", "C", "C", "H", "H", "H", "H", "H", "H", "H", "H", "H", "H", "H", "H", "H", "H", "H", "H", "H", "H", "C", "C", "C", "C", "C", "C", "N", "O", "C", "C", "C", "H", "H", "H", "H", "H", "H", "H", "H", "H", "H", "H", "H", "H", "H", "H", "H", "H", "H"], "coordinates": [[-4.48, -0.89, -5.89], [-4.39, -0.04, -7.17], [-3.77, 1.33, -7.01], [-3.71, 1.99, -8.70], [-4.47, 2.32, -5.98], [-4.71, 3.60, -6.71], [-4.87, 4.64, -7.19], [-5.87, 1.84, -5.48], [-6.99, 2.68, -5.89], [-7.91, 3.34, -6.13], [-3.59, 2.74, -4.93], [-3.19, 2.04, -3.95], [-2.11, 0.99, -4.00], [-3.67, 2.28, -2.55], [-4.60, -0.28, -5.01], [-3.54, -1.41, -5.75], [-5.29, -1.60, -5.96], [-3.89, -0.62, -7.93], [-5.40, 0.09, -7.55], [-2.73, 1.22, -6.77], [-6.15, 0.84, -5.79], [-5.92, 1.87, -4.41], [-2.47, 0.00, -3.73], [-1.42, 1.27, -3.21], [-1.55, 1.02, -4.92], [-3.21, 3.22, -2.26], [-4.74, 2.43, -2.49], [-3.31, 1.52, -1.87], [0.78, 2.64, 2.24], [-0.39, 2.21, 1.31], [-1.70, 2.87, 1.75], [-2.30, 2.28, 3.02], [-2.46, 0.77, 2.87], [-1.16, 0.07, 2.48], [-0.50, 0.72, 1.30], [-1.14, 0.35, 0.24], [-0.21, 0.08, 3.70], [-1.44, -1.40, 2.21], [-0.03, 2.75, -0.06], [1.52, 3.22, 1.70], [0.44, 3.25, 3.08], [1.32, 1.79, 2.65], [-2.44, 2.79, 0.95], [-1.53, 3.94, 1.89], [-1.68, 2.52, 3.89], [-3.28, 2.73, 3.21], [-2.83, 0.35, 3.80], [-3.22, 0.57, 2.11], [0.77, -0.33, 3.43], [-0.61, -0.54, 4.50], [-0.06, 1.07, 4.13], [-2.20, -1.54, 1.45], [-1.80, -1.88, 3.12], [-0.53, -1.92, 1.90], [0.88, 2.28, -0.45], [0.16, 3.83, 0.01], [-0.83, 2.61, -0.79], [7.13, -2.52, 3.09], [5.84, -2.18, 3.90], [5.30, -3.44, 4.59], [4.62, -4.41, 3.64], [3.54, -3.70, 2.83], [4.07, -2.46, 2.10], [4.83, -1.56, 3.01], [3.99, -0.88, 3.72], [4.95, -2.93, 0.92], [2.91, -1.72, 1.45], [6.29, -1.21, 4.99], [8.00, -2.02, 3.50], [7.35, -3.59, 3.09], [7.07, -2.19, 2.06], [4.58, -3.15, 5.36], [6.11, -3.94, 5.12], [5.35, -4.88, 2.97], [4.16, -5.23, 4.21], [3.09, -4.39, 2.11], [2.73, -3.40, 3.51], [5.42, -2.08, 0.43], [4.33, -3.44, 0.18], [5.72, -3.64, 1.21], [2.14, -1.45, 2.17], [2.42, -2.35, 0.71], [3.25, -0.82, 0.95], [6.65, -0.28, 4.56], [7.11, -1.66, 5.55], [5.50, -0.99, 5.70]], "s_squared": 2.008, "homo_ev": [-8.7, -8.7], "largest_force_ev_per_a": 2.71, "spin_multiplicity": 3, "energy_ha": -1981.0930}

{"formula": "C28H50F2N6O2", "method": "wB97M-V/def2-TZVPD", "elements": ["O", "C", "F", "N", "C", "O", "F", "C", "C", "C", "C", "N", "C", "C", "N", "C", "C", "H", "H", "H", "H", "H", "C", "C", "N", "C", "C", "C", "C", "H", "H", "H", "H", "H", "H", "H", "H", "H", "H", "H", "H", "H", "H", "H", "C", "C", "N", "C", "C", "C", "C", "H", "H", "H", "H", "H", "H", "H", "H", "H", "H", "H", "H", "H", "H", "H", "C", "C", "N", "C", "C", "C", "C", "H", "H", "H", "H", "H", "H", "H", "H", "H", "H", "H", "H", "H", "H", "H"], "coordinates": [[-9.74, -3.74, -1.12], [-9.06, -3.01, -0.49], [-9.55, -2.16, 0.42], [-7.63, -2.91, -0.63], [-7.05, -3.92, 0.20], [-7.43, -4.27, 1.26], [-5.97, -4.43, -0.39], [-7.11, -1.58, -0.38], [-6.32, -1.28, 0.75], [-5.89, 0.00, 0.94], [-6.21, 1.02, 0.03], [-5.76, 2.28, 0.25], [-6.11, 3.16, -0.63], [-6.88, 2.84, -1.78], [-7.32, 1.65, -2.02], [-7.00, 0.70, -1.10], [-7.44, -0.62, -1.28], [-6.07, -2.04, 1.47], [-5.29, 0.24, 1.80], [-5.77, 4.18, -0.49], [-7.11, 3.63, -2.49], [-8.04, -0.84, -2.15], [0.36, -2.19, -1.77], [-0.80, -1.24, -1.99], [-1.38, -0.77, -0.74], [-2.66, -0.11, -0.90], [-2.71, 1.20, -1.70], [-0.45, -0.14, 0.18], [0.35, 1.06, -0.32], [0.08, -3.02, -1.12], [0.68, -2.61, -2.73], [1.23, -1.68, -1.34], [-1.59, -1.77, -2.54], [-0.47, -0.42, -2.64], [-3.08, 0.06, 0.09], [-3.34, -0.83, -1.38], [-2.28, 2.03, -1.14], [-3.75, 1.45, -1.92], [-2.19, 1.11, -2.65], [0.26, -0.91, 0.51], [-1.00, 0.14, 1.08], [0.79, 0.89, -1.30], [1.17, 1.27, 0.37], [-0.25, 1.97, -0.38], [3.63, 1.44, 4.94], [2.80, 2.06, 3.83], [1.87, 3.06, 4.31], [0.87, 3.44, 3.33], [1.34, 4.14, 2.05], [2.45, 4.15, 5.08], [3.55, 4.99, 4.43], [2.99, 1.05, 5.73], [4.22, 0.61, 4.54], [4.33, 2.15, 5.38], [2.22, 1.28, 3.35], [3.49, 2.46, 3.06], [0.12, 4.07, 3.82], [0.34, 2.53, 3.04], [1.63, 5.17, 2.23], [0.52, 4.16, 1.33], [2.17, 3.62, 1.58], [2.85, 3.72, 6.01], [1.64, 4.80, 5.40], [4.31, 4.36, 3.95], [4.06, 5.58, 5.19], [3.16, 5.68, 3.68], [4.07, -1.00, -1.34], [4.56, -2.43, -1.52], [4.85, -2.76, -2.90], [5.01, -4.18, -3.13], [6.18, -4.90, -2.45], [5.81, -1.89, -3.56], [7.20, -1.73, -2.92], [3.23, -0.79, -2.01], [3.73, -0.85, -0.31], [4.85, -0.26, -1.53], [3.76, -3.10, -1.18], [5.41, -2.60, -0.84], [5.07, -4.34, -4.21], [4.08, -4.66, -2.82], [7.14, -4.65, -2.91], [6.05, -5.98, -2.55], [6.24, -4.67, -1.39], [5.36, -0.89, -3.63], [5.92, -2.23, -4.59], [7.14, -1.55, -1.85], [7.71, -0.88, -3.37], [7.83, -2.61, -3.09]], "homo_ev": -8.2, "largest_force_ev_per_a": 1.12, "smiles": "O=C(F)N(C(=O)F)c1ccc2nccnc2c1.CCN(CC)CC.CCN(CC)CC.CCN(CC)CC", "spin_multiplicity": 1, "energy_ha": -1775.6148}

{"formula": "C28H50F6N8O4P", "method": "wB97M-V/def2-TZVPD", "elements": ["C", "C", "N", "C", "C", "N", "C", "C", "H", "H", "H", "H", "H", "H", "H", "H", "H", "H", "H", "C", "C", "N", "C", "C", "N", "C", "C", "H", "H", "H", "H", "H", "H", "H", "H", "H", "H", "H", "C", "C", "N", "C", "C", "N", "C", "C", "H", "H", "H", "H", "H", "H", "H", "H", "H", "H", "H", "C", "C", "N", "C", "C", "N", "C", "C", "H", "H", "H", "H", "H", "H", "H", "H", "H", "H", "H", "C", "C", "O", "O", "H", "H", "H", "C", "C", "O", "O", "H", "H", "H", "P", "F", "F", "F", "F", "F", "F"], "coordinates": [[-3.25, -7.55, -1.74], [-3.48, -7.91, -0.25], [-2.40, -8.76, 0.24], [-1.20, -8.37, 0.75], [-0.61, -9.54, 1.32], [-1.34, -10.59, 0.83], [-2.39, -10.10, 0.11], [-0.95, -12.01, 1.03], [-4.14, -6.98, -2.00], [-3.13, -8.45, -2.35], [-2.39, -6.88, -1.81], [-4.42, -8.40, 0.03], [-3.48, -7.04, 0.41], [-0.91, -7.33, 0.73], [0.20, -9.64, 2.03], [-3.13, -10.69, -0.42], [0.11, -12.08, 1.29], [-1.37, -12.45, 0.12], [-1.51, -12.22, 1.94], [-1.17, -7.34, -4.29], [-0.82, -8.74, -3.76], [-0.08, -8.72, -2.45], [0.36, -9.81, -1.68], [0.96, -9.32, -0.53], [0.93, -7.90, -0.67], [0.29, -7.58, -1.79], [1.57, -7.07, 0.27], [-1.58, -6.55, -3.65], [-1.98, -7.25, -5.01], [-0.27, -6.99, -4.78], [-0.26, -9.48, -4.32], [-1.65, -9.37, -3.44], [0.21, -10.85, -1.96], [1.35, -9.85, 0.32], [0.23, -6.56, -2.13], [1.29, -7.23, 1.31], [1.19, -6.10, -0.08], [2.61, -7.27, 0.04], [-2.66, -17.95, -4.21], [-3.31, -16.92, -3.33], [-2.32, -16.03, -2.63], [-1.22, -16.44, -1.88], [-0.59, -15.34, -1.32], [-1.37, -14.25, -1.69], [-2.37, -14.64, -2.55], [-1.22, -12.88, -1.12], [-1.86, -18.46, -3.67], [-2.23, -17.61, -5.16], [-3.36, -18.75, -4.43], [-3.92, -17.51, -2.64], [-3.96, -16.32, -3.97], [-1.06, -17.51, -1.87], [0.30, -15.33, -0.70], [-3.20, -14.03, -2.90], [-1.60, -12.97, -0.10], [-1.95, -12.25, -1.62], [-0.16, -12.62, -1.10], [2.05, -15.65, 2.77], [0.96, -15.07, 3.72], [1.20, -13.69, 4.15], [2.30, -13.29, 4.94], [2.39, -11.90, 4.89], [1.30, -11.43, 4.15], [0.71, -12.53, 3.59], [0.96, -10.10, 3.76], [2.32, -15.05, 1.90], [1.78, -16.66, 2.49], [3.02, -15.80, 3.24], [0.90, -15.71, 4.60], [-0.03, -15.01, 3.28], [2.93, -13.95, 5.51], [3.16, -11.26, 5.28], [-0.06, -12.50, 2.83], [0.21, -10.02, 2.97], [1.83, -9.68, 3.24], [0.64, -9.53, 4.63], [1.83, -12.67, 0.72], [0.84, -13.83, 0.78], [-0.13, -13.73, 1.49], [1.09, -14.80, 0.10], [1.75, -12.01, -0.15], [2.79, -13.17, 0.60], [1.92, -12.09, 1.64], [-1.70, -5.26, -2.05], [-1.24, -5.17, -0.64], [-1.35, -6.14, 0.10], [-0.80, -4.06, -0.19], [-2.27, -4.34, -2.15], [-2.28, -6.12, -2.37], [-0.91, -5.25, -2.80], [-6.35, -7.24, 1.88], [-7.51, -6.15, 2.24], [-5.16, -6.24, 2.51], [-6.55, -7.83, 3.35], [-5.15, -8.22, 1.48], [-7.42, -8.26, 1.26], [-6.21, -6.63, 0.30]], "homo_ev": -9.9, "largest_force_ev_per_a": 16.31, "total_charge": 1, "spin_multiplicity": 1, "e_above_lowest_kcal_mol": 427.8, "energy_ha": -2775.7075}